[1]
A 2-piece molecular cluster, C14H20N2O6S2 overall in a non-equilibrium geometry. Source: the Open Molecules 2025 dataset; level of theory: ωB97M-V/def2-TZVPD.

Element x y z (Å)
O: -2.567 -1.142 0.898
S: -3.328 -2.361 0.630
O: -4.637 -2.232 1.268
O: -3.594 -2.434 -1.012
C: -2.467 -3.892 1.193
C: -2.037 -3.647 2.691
C: -0.572 -4.131 3.033
C: 0.503 -3.613 2.022
C: 1.545 -4.538 1.468
C: 2.487 -4.001 0.511
C: 2.448 -2.568 0.063
N: 3.401 -2.167 -0.866
C: 3.252 -0.871 -1.230
C: 2.194 0.016 -0.672
N: 1.272 -0.317 0.266
C: 1.435 -1.654 0.608
C: 0.467 -2.225 1.609
H: -2.811 -2.863 -1.424
H: -3.216 -4.721 1.064
H: -1.619 -4.102 0.489
H: -2.731 -4.274 3.327
H: -2.170 -2.581 3.010
H: -0.537 -5.262 3.055
H: -0.303 -3.801 4.081
H: 1.554 -5.612 1.776
H: 3.252 -4.671 0.058
H: 3.962 -0.450 -1.986
H: 2.150 1.069 -1.066
H: -0.322 -1.575 2.059
C: 1.797 6.478 -2.883
C: 0.597 6.842 -2.027
O: -0.366 5.782 -1.976
S: -0.027 4.486 -1.087
C: -1.628 3.743 -1.146
O: 0.240 4.903 0.259
O: 0.882 3.647 -1.815
H: 2.366 5.660 -2.439
H: 2.467 7.333 -2.990
H: 1.477 6.149 -3.873
H: 0.904 7.126 -1.018
H: 0.093 7.704 -2.466
H: -2.338 4.385 -0.627
H: -1.560 2.777 -0.647
H: -1.914 3.604 -2.187

Results
F_max   4.11 eV/A
Structure (SMILES)   O=S(=O)(O)CCCc1ccc2nccnc2c1.CCOS(C)(=O)=O
Total charge   0
HOMO energy   -8.91 eV
Spin multiplicity   1
Energy above the lowest of the compared OMol25 structures with the same formula, charge and spin   2.903 eV

Löwdin population analysis, charges in e, atoms 1 to 4: number 1, O, carries -0.319; number 2, S, carries 0.651; number 3, O, carries -0.305; number 4, O, carries -0.179


[2]
An isolated ion of composition C14H20N3 and charge +1. Source: the Open Molecules 2025 dataset; level of theory: ωB97M-V/def2-TZVPD.

Element x y z (Å)
C: 3.658 -1.733 -1.236
C: 2.749 -0.534 -1.476
C: 2.824 0.499 -0.349
C: 2.083 0.086 0.924
N: 0.644 0.054 0.740
C: -0.076 1.193 0.624
N: 0.314 2.369 0.598
C: -0.536 3.480 0.293
C: -1.999 3.115 -0.024
C: -2.100 1.707 -0.609
N: -1.544 0.786 0.408
C: -1.450 -0.644 0.166
C: -2.446 -1.525 -0.185
C: -2.095 -2.865 -0.303
C: -0.795 -3.280 -0.054
C: 0.202 -2.387 0.309
C: -0.134 -1.048 0.414
H: 3.564 -2.445 -2.052
H: 3.416 -2.247 -0.309
H: 4.696 -1.414 -1.182
H: 1.717 -0.870 -1.609
H: 3.054 -0.051 -2.405
H: 3.869 0.667 -0.089
H: 2.411 1.452 -0.685
H: 2.290 0.813 1.712
H: 2.398 -0.901 1.261
H: -0.484 4.181 1.129
H: -0.065 3.974 -0.563
H: -2.406 3.832 -0.735
H: -2.607 3.169 0.882
H: -3.135 1.440 -0.831
H: -1.502 1.607 -1.518
H: -2.056 0.953 1.284
H: -3.457 -1.197 -0.367
H: -2.844 -3.585 -0.587
H: -0.550 -4.326 -0.145
H: 1.205 -2.733 0.495

Results
F_max   0.98 eV/A
Structure (SMILES)   CCCCN1C2=NCCC[N@H+]2c2ccccc21
Total charge   +1
HOMO energy   -11.87 eV
Spin multiplicity   1
Energy above the lowest of the compared OMol25 structures with the same formula, charge and spin   0.224 eV

Löwdin population analysis, charges in e, atoms 1 to 4: number 1, C, carries -0.098; number 2, C, carries -0.252; number 3, C, carries -0.176; number 4, C, carries -0.112


[3]
An isolated molecule of C14H20N3O4P in a non-equilibrium geometry. Source: the Open Molecules 2025 dataset; level of theory: ωB97M-V/def2-TZVPD.

Element x y z (Å)
C: 0.574 -1.160 -3.433
C: 0.622 -0.875 -1.987
C: -0.492 -1.575 -1.075
N: -0.292 -3.009 -1.246
O: 0.835 -3.392 -0.861
O: -1.077 -3.697 -1.883
C: -1.945 -1.232 -1.448
O: -2.120 0.156 -1.335
P: -2.077 0.598 0.269
O: -2.570 2.024 0.385
N: -3.091 -0.406 1.298
C: -4.440 -0.147 1.100
C: -3.762 0.368 2.348
N: -0.466 0.315 0.766
C: 0.379 1.585 0.488
C: 1.920 1.637 0.919
C: 2.244 1.824 2.265
C: 3.597 1.853 2.648
C: 4.588 1.575 1.575
C: 4.320 1.319 0.310
C: 2.976 1.304 -0.075
C: -0.150 -1.063 0.427
H: -0.384 -0.885 -3.834
H: 1.282 -0.586 -4.023
H: 0.687 -2.235 -3.704
H: 1.574 -1.172 -1.574
H: 0.517 0.186 -2.076
H: -2.746 -1.731 -0.814
H: -2.206 -1.604 -2.460
H: -4.867 0.540 0.282
H: -5.260 -0.880 1.360
H: -4.193 -0.158 3.207
H: -3.497 1.423 2.562
H: 0.284 1.800 -0.529
H: 0.055 2.400 1.079
H: 1.488 2.094 2.967
H: 3.804 2.142 3.703
H: 5.627 1.521 1.984
H: 5.131 1.011 -0.245
H: 2.757 0.919 -1.061
H: -0.524 -1.680 1.170
H: 0.898 -1.109 0.550

Results
F_max   7.34 eV/A
Structure (SMILES)   CC[C@]1([N+](=O)[O-])CO[P@@](=O)(N2CC2)N(Cc2ccccc2)C1
Total charge   0
HOMO energy   -9.24 eV
Spin multiplicity   1

Löwdin population analysis, charges in e, atoms 1 to 4: number 1, C, carries -0.096; number 2, C, carries -0.174; number 3, C, carries -0.273; number 4, N, carries -0.320


[4]
An isolated molecule of C14H20N4OS in a non-equilibrium geometry. Source: the Open Molecules 2025 dataset; level of theory: ωB97M-V/def2-TZVPD.

Element x y z (Å)
C: -7.798 -0.041 0.522
C: -6.338 0.351 0.698
C: -5.473 -0.189 -0.443
C: -4.064 0.244 -0.300
N: -3.624 1.409 0.072
N: -2.277 1.393 0.073
C: -1.901 0.206 -0.310
S: -0.282 -0.393 -0.489
C: 0.599 1.122 0.070
C: 2.071 0.929 -0.055
C: 2.734 1.257 -1.234
C: 4.091 1.064 -1.355
C: 4.832 0.528 -0.298
O: 6.166 0.404 -0.527
C: 6.998 -0.203 0.441
C: 6.878 -1.724 0.448
C: 4.172 0.192 0.880
C: 2.808 0.392 0.990
N: -2.996 -0.580 -0.562
N: -3.047 -1.910 -0.963
H: -7.905 -1.124 0.496
H: -8.396 0.342 1.345
H: -8.194 0.364 -0.407
H: -5.963 -0.039 1.646
H: -6.238 1.436 0.724
H: -5.494 -1.281 -0.467
H: -5.864 0.180 -1.396
H: 0.226 1.929 -0.559
H: 0.284 1.288 1.099
H: 2.177 1.671 -2.063
H: 4.613 1.322 -2.263
H: 8.010 0.087 0.146
H: 6.799 0.210 1.437
H: 7.573 -2.143 1.171
H: 5.869 -2.034 0.707
H: 7.114 -2.116 -0.538
H: 4.704 -0.223 1.722
H: 2.310 0.124 1.911
H: -2.376 -2.451 -0.422
H: -2.798 -1.993 -1.948

Results
F_max   1.36 eV/A
Structure (SMILES)   CCCc1nnc(SCc2ccc(OCC)cc2)n1N
Total charge   0
HOMO energy   -8.28 eV
Spin multiplicity   1
Energy above the lowest of the compared OMol25 structures with the same formula, charge and spin   2.328 eV

Löwdin population analysis, charges in e, atoms 1 to 4: number 1, C, carries -0.117; number 2, C, carries -0.265; number 3, C, carries -0.144; number 4, C, carries -0.315


[5]
An isolated molecule of C14H20N6 in a non-equilibrium geometry. Source: the Open Molecules 2025 dataset; level of theory: ωB97M-V/def2-TZVPD.

Element x y z (Å)
C: -3.764 2.485 0.719
C: -2.397 2.645 1.075
C: -1.967 3.973 1.631
C: -1.246 1.652 0.976
N: -0.001 1.988 0.747
N: 0.712 0.803 0.811
C: 2.032 0.765 0.254
C: 2.024 0.758 -1.266
C: 1.198 -0.357 -1.840
C: 1.861 -0.745 -3.048
C: 3.023 0.285 -3.206
N: 3.337 0.533 -1.846
C: -0.112 -0.333 1.169
N: -0.013 -1.688 1.364
C: -1.113 -2.325 1.598
N: -1.072 -3.667 1.443
C: 0.096 -4.479 1.325
N: -2.374 -1.970 1.566
C: -2.466 -0.656 1.354
C: -1.352 0.230 1.135
H: -4.121 1.575 0.298
H: -4.399 3.338 0.907
H: -2.717 4.318 2.254
H: -1.146 3.855 2.292
H: -1.634 4.641 0.816
H: 2.597 1.638 0.642
H: 2.543 -0.074 0.595
H: 1.559 1.699 -1.658
H: 0.222 0.073 -2.118
H: 0.942 -1.183 -1.246
H: 2.204 -1.683 -2.978
H: 1.212 -0.649 -3.902
H: 2.691 1.169 -3.727
H: 3.930 -0.170 -3.662
H: 3.801 -0.256 -1.382
H: -1.996 -4.099 1.558
H: -0.081 -5.467 1.558
H: 0.823 -4.062 1.973
H: 0.572 -4.404 0.327
H: -3.406 -0.154 1.492

Results
F_max   5.11 eV/A
Structure (SMILES)   C=C(C)c1nn(C[C@@H]2CCCN2)c2nc(NC)ncc12
Total charge   0
HOMO energy   -8.25 eV
Spin multiplicity   1
Energy above the lowest of the compared OMol25 structures with the same formula, charge and spin   2.041 eV

Löwdin population analysis, charges in e, atoms 1 to 4: number 1, C, carries 0.076; number 2, C, carries -0.232; number 3, C, carries -0.080; number 4, C, carries -0.201